43
Properties=species:S:1:pos:R:3:forces:R:3 method="wB97M-V/def2-TZVPD" homo_ev=-8.1887 relative_energy_kj_mol=160.87 e_lumo_ha=0.0118 spin_multiplicity=1 smiles="CNC(=S)OCc1nc(C(C)C)c(Sc2cc(Cl)cc(Cl)c2)n1C"
S 2.89679 1.38734 -3.99606 -1.308 -0.961 1.214
Cl 1.10200 2.39865 5.50701 -0.059 -0.529 -0.436
Cl 3.73176 2.17217 0.85614 -0.107 -0.039 -0.509
N -1.32801 -0.57377 -1.66203 -0.225 -0.857 1.868
O 1.27902 -0.67957 -3.68360 0.753 -0.683 -0.317
S -0.00332 -1.68205 1.98604 -0.171 -0.457 -1.462
C 1.44370 0.66349 -3.46423 -0.356 0.589 -1.734
C -0.31735 -1.35866 -1.94825 0.869 1.071 -0.635
C -0.35863 -1.32252 0.24258 -0.945 1.157 1.963
C -1.41228 -0.56442 -0.24827 -0.397 -0.677 -1.346
C 2.35212 2.08266 3.13487 -0.387 -0.631 -0.962
C 0.68147 0.39559 3.59175 -0.030 -0.635 1.026
C 1.80028 0.34277 1.50687 1.207 -0.153 -2.791
C 1.42233 1.54382 4.01418 -0.668 -0.807 -1.108
C 2.51776 1.47691 1.85385 -0.355 0.220 2.039
C 0.96238 -0.28820 2.40264 -0.199 2.162 0.417
N 0.31392 1.35217 -3.14377 -0.534 -2.804 -0.296
N 0.40583 -1.73421 -0.79963 -0.342 -0.535 -2.619
C 0.14197 -1.55340 -3.42989 1.045 -0.826 3.455
C 0.32938 2.58224 -2.45241 1.577 1.235 -0.039
C 1.43376 -2.77283 -0.73953 -1.752 -2.436 0.566
C -2.33213 0.66903 1.73290 -1.426 -0.853 -1.077
C -3.38998 -1.41439 0.97100 -1.336 0.568 -0.656
C -2.69559 -0.13980 0.46015 2.072 -0.417 1.741
H 2.86224 3.01263 3.33655 0.135 -0.107 0.213
H -0.15394 -0.08961 4.13003 0.696 0.868 0.401
H 1.88106 0.00425 0.41617 0.083 0.248 1.805
H -0.54537 0.77406 -3.15858 0.747 0.810 0.549
H -0.64296 -1.35983 -4.13942 -0.432 -0.055 -0.054
H 0.44284 -2.68891 -3.38944 0.117 2.334 -1.059
H 1.11381 3.15108 -2.94592 0.227 0.315 0.247
H -0.53886 3.18195 -2.55185 -1.189 0.045 -0.251
H 0.58933 2.51813 -1.39613 -0.040 -0.303 0.134
H 0.96957 -3.69245 -1.28933 0.920 1.294 1.154
H 1.51552 -3.03463 0.37996 0.386 0.329 -1.941
H 2.36681 -2.58636 -1.26129 0.048 0.651 0.315
H -1.85172 0.03989 2.42974 0.591 -0.653 0.746
H -1.66893 1.43725 1.45672 0.497 1.493 0.039
H -3.27916 0.94281 2.18180 0.009 0.770 0.178
H -4.43602 -1.13277 1.26606 0.863 -0.475 0.012
H -3.45835 -2.14078 0.15760 -0.083 -0.138 0.207
H -2.84142 -1.83731 1.82389 -0.261 0.105 -0.316
H -3.30167 0.51755 -0.13890 -0.237 -0.233 -0.682


47
Properties=species:S:1:pos:R:3:forces:R:3 method="wB97M-V/def2-TZVPD" homo_ev=-8.5617 e_lumo_ha=0.0129 spin_multiplicity=1 smiles="CS(=O)(=O)N(CC(=O)N1CCC(C(N)=O)CC1)c1ccc(Cl)c(C(F)(F)F)c1"
C 3.66068 -1.36951 0.29502 -0.361 0.356 -0.512
H 3.66993 -2.42507 0.06255 0.009 -0.172 -0.066
H 4.64366 -1.02977 0.59432 0.210 0.096 -0.102
H 2.91704 -1.12872 1.04561 -0.032 0.014 0.056
S 3.23212 -0.44624 -1.19197 0.061 -0.167 0.070
O 3.86170 -1.05313 -2.32392 0.010 -0.302 -0.001
O 3.47219 0.95017 -0.98225 -0.166 0.132 0.365
N 1.54346 -0.60103 -1.36614 1.050 0.813 0.151
C 0.95525 -1.85244 -1.33132 -0.364 -1.120 -0.114
C -0.35797 -2.05287 -0.89322 0.324 0.206 -0.061
C -0.92206 -3.31220 -0.89593 0.089 -0.286 -0.116
C -0.19770 -4.41246 -1.32741 0.224 0.351 -0.032
C 1.11069 -4.22721 -1.77232 -0.129 -0.054 0.100
C 1.67495 -2.96182 -1.78240 -0.218 -0.199 -0.025
H 2.67139 -2.82289 -2.16873 -0.007 -0.148 -0.052
C 1.92159 -5.40475 -2.24465 0.278 -0.437 -0.101
F 2.05064 -6.35111 -1.29671 -0.089 0.063 0.205
F 3.17038 -5.06972 -2.59398 0.132 0.350 -0.029
F 1.38344 -6.01146 -3.31474 -0.191 0.115 -0.106
Cl -0.92493 -5.97383 -1.31146 -0.251 -0.130 0.060
H -1.93493 -3.45026 -0.55335 -0.101 -0.013 0.038
H -0.95064 -1.22989 -0.53121 -0.075 0.102 0.052
C 0.79107 0.57205 -1.00010 0.130 0.151 0.119
H 1.40123 1.42392 -1.30807 -0.358 0.058 0.023
H -0.15458 0.59209 -1.54734 0.080 0.006 -0.006
C 0.57105 0.64772 0.51107 0.029 0.021 -0.081
O 1.05884 -0.18630 1.25867 0.013 -0.115 0.020
N -0.16513 1.67780 0.95361 -0.079 0.126 0.281
C -0.77683 2.66473 0.08358 -0.126 0.225 -0.509
H -0.03892 3.02388 -0.63894 -0.093 0.001 0.023
C -1.29755 3.83824 0.90535 -0.022 -0.110 -0.108
H -1.69537 4.59611 0.22802 0.084 0.026 0.004
H -0.47574 4.28861 1.46313 0.000 0.046 -0.016
C -2.39552 3.36853 1.87646 -0.106 -0.171 -0.126
C -3.68463 3.21161 1.06983 0.282 0.303 0.446
O -3.93259 2.22723 0.41011 -0.071 -0.383 -0.253
N -4.50513 4.28315 1.10421 -0.406 0.365 -0.069
H -4.32010 5.09067 1.67113 0.037 -0.078 0.011
H -5.36310 4.25192 0.57780 0.059 -0.011 -0.007
H -2.53973 4.13118 2.64589 0.001 -0.020 -0.032
C -2.00250 2.02226 2.50641 0.112 0.011 0.033
C -0.51105 1.74963 2.36194 -0.107 -0.229 0.393
H 0.07963 2.52755 2.85743 0.019 -0.084 0.031
H -0.24725 0.78794 2.80642 -0.005 0.207 -0.019
H -2.55095 1.22993 1.99139 0.035 0.015 0.073
H -2.27899 1.99719 3.56001 -0.019 -0.026 0.017
H -1.61701 2.21858 -0.46377 0.108 0.095 -0.028


41
Properties=species:S:1:pos:R:3:forces:R:3 method="wB97M-V/def2-TZVPD" homo_ev=-8.5936 relative_energy_kj_mol=95.87 e_lumo_ha=0.0140 spin_multiplicity=1 smiles="O=C(NC[C@H]1CCCO1)[C@@H]1CC(=O)N(c2cccc(Cl)c2)C1"
O -1.25450 1.14417 0.60337 0.117 0.264 0.307
C -1.59335 0.35477 -0.24768 0.172 -0.186 -0.572
N -2.73180 -0.36970 -0.18657 -0.463 -0.194 -0.066
H -2.99040 -0.95113 -0.96800 0.163 0.040 0.010
C -3.69449 -0.22436 0.87835 -0.347 0.352 0.296
H -3.22358 0.37012 1.66346 -0.052 -0.143 -0.060
H -3.95361 -1.20822 1.28181 -0.017 0.062 0.031
C -4.97230 0.49409 0.40706 0.495 -0.070 -0.212
C -5.76201 -0.32320 -0.63641 -0.037 0.181 0.110
H -5.65048 0.07855 -1.64119 0.033 -0.055 -0.049
C -7.20212 -0.24296 -0.12854 0.098 0.064 0.222
H -7.79689 -1.11443 -0.39075 -0.060 -0.015 -0.040
H -7.69107 0.65356 -0.50955 -0.049 -0.006 -0.005
C -6.97722 -0.11115 1.37605 -0.299 -0.190 -0.078
H -7.79881 0.37182 1.90551 0.012 -0.079 -0.006
H -6.78957 -1.09641 1.82810 -0.058 0.067 -0.016
O -5.84005 0.71692 1.50626 0.141 0.059 0.102
H -5.42456 -1.36152 -0.63252 0.028 -0.067 -0.044
H -4.68746 1.47915 0.01498 0.006 -0.134 0.006
C -0.76588 0.07490 -1.51255 0.145 0.176 0.158
H -1.37905 0.34355 -2.37651 0.057 -0.001 0.053
C -0.28819 -1.37481 -1.57207 0.037 -0.070 -0.016
C 1.12752 -1.34129 -1.00869 -0.373 -0.345 -0.176
O 1.75734 -2.31926 -0.68437 0.121 -0.217 0.071
N 1.53748 -0.04255 -0.97639 -0.177 0.258 0.066
C 2.78025 0.42408 -0.53566 0.492 0.087 0.121
C 3.62873 -0.39271 0.21094 0.048 -0.166 0.091
C 4.84978 0.09716 0.63570 -0.215 0.268 -0.200
C 5.25859 1.38810 0.34370 0.033 -0.042 0.026
C 4.41106 2.19302 -0.39527 0.034 -0.052 0.050
C 3.18638 1.72540 -0.83489 -0.143 -0.059 -0.059
H 2.55745 2.38072 -1.41412 -0.098 0.044 -0.054
H 4.70922 3.20254 -0.63448 0.020 0.083 -0.023
H 6.21407 1.75010 0.68681 0.095 0.012 0.040
Cl 5.88566 -0.93217 1.55818 0.147 -0.144 0.135
H 3.33983 -1.40171 0.44987 0.013 -0.006 0.008
C 0.53694 0.87962 -1.48280 -0.218 0.350 -0.130
H 0.43466 1.73112 -0.80360 0.035 -0.088 -0.157
H 0.81039 1.23166 -2.48388 -0.032 0.011 0.065
H -0.89348 -2.06964 -0.99132 0.065 -0.023 -0.039
H -0.23519 -1.74546 -2.59811 0.030 -0.026 0.033


41
Properties=species:S:1:pos:R:3:forces:R:3 method="wB97M-V/def2-TZVPD" homo_ev=-7.9260 relative_energy_kj_mol=120.20 e_lumo_ha=0.0231 spin_multiplicity=1 smiles="CCCOc1ccc(N[P@@](C)(=O)Oc2ccc(Cl)cc2)cc1"
C 6.36386 -0.81857 -1.18863 -0.103 0.199 0.001
C 5.90219 0.53001 -0.65066 -0.110 -0.277 0.295
C 5.58378 0.45095 0.84545 0.274 0.382 -0.267
O 4.52245 -0.43247 1.13612 -0.180 -0.212 0.067
C 3.23606 -0.05408 0.88605 -0.236 -0.109 0.006
C 2.26811 -1.03517 1.11350 0.276 0.152 -0.081
C 0.93079 -0.77293 0.91546 0.046 0.083 -0.016
C 0.51916 0.48384 0.48136 0.489 -0.006 0.045
C 1.47817 1.46147 0.25499 -0.214 -0.152 0.023
C 2.82390 1.20120 0.45538 0.282 -0.076 0.067
H 3.53257 1.99359 0.27321 0.092 0.030 -0.022
H 1.17398 2.44334 -0.07984 -0.031 0.100 -0.027
N -0.83459 0.76541 0.29336 -0.667 -0.095 -0.242
P -2.03113 -0.39518 0.14796 0.065 0.586 -0.841
O -2.29016 -1.23015 1.31870 0.142 -0.312 0.017
O -3.20699 0.66799 -0.21409 0.490 -0.136 -0.082
C -4.54207 0.42088 -0.03827 -0.698 0.057 0.023
C -5.07537 -0.85874 -0.01366 0.219 0.053 -0.039
C -6.43904 -1.03889 0.13301 -0.096 0.151 -0.003
C -7.26802 0.06507 0.24472 0.252 0.006 -0.024
C -6.74459 1.34861 0.21842 -0.015 -0.150 0.003
C -5.38140 1.52408 0.07973 0.274 -0.135 -0.027
H -4.95368 2.51413 0.06317 0.055 0.100 -0.008
H -7.39781 2.20180 0.30976 -0.069 0.059 0.007
Cl -8.97187 -0.15810 0.41802 -0.269 -0.038 0.032
H -6.85523 -2.03340 0.15955 -0.049 -0.074 0.004
H -4.41679 -1.70910 -0.08994 -0.040 -0.148 0.037
C -1.70919 -1.30921 -1.41759 -0.215 0.335 0.868
H -1.79808 -0.64547 -2.27225 -0.001 0.121 -0.023
H -2.40927 -2.13365 -1.51470 -0.075 -0.072 0.003
H -0.70009 -1.71088 -1.37287 0.107 -0.039 0.012
H -1.03648 1.65256 -0.14348 -0.077 -0.016 0.096
H 0.18812 -1.52979 1.11245 -0.013 -0.173 0.137
H 2.59466 -2.00446 1.45506 0.033 -0.123 0.046
H 5.38204 1.44958 1.25334 0.005 -0.110 0.037
H 6.44053 0.02946 1.37943 -0.070 0.116 -0.028
H 6.68035 1.28131 -0.79811 -0.040 0.084 0.001
H 5.01100 0.84961 -1.19420 0.036 0.118 -0.006
H 7.28921 -1.12505 -0.70612 0.111 -0.087 0.025
H 5.60770 -1.57487 -0.99252 -0.022 -0.115 -0.028
H 6.53324 -0.76475 -2.26128 0.043 -0.076 -0.088


51
Properties=species:S:1:pos:R:3:forces:R:3 method="wB97M-V/def2-TZVPD" homo_ev="-8.7647 / -8.7003" relative_energy_kj_mol=3.03 e_lumo_ha="0.0092 / -0.0596" spin_multiplicity=2 s2=0.753
Cu 2.07557 -0.72508 0.90087 -0.180 0.061 -0.684
C -2.78016 5.02677 -2.32489 0.057 -0.110 0.093
C -2.35732 3.78918 -1.56733 -0.038 0.092 -0.058
C -1.63631 2.77269 -2.19107 0.014 -0.039 -0.022
C -1.25771 1.63162 -1.49789 0.012 0.017 0.053
C -1.60306 1.50469 -0.15816 0.000 0.127 -0.031
C -2.32674 2.50329 0.48438 -0.011 -0.049 -0.032
C -2.69673 3.63744 -0.22432 -0.001 -0.037 0.029
S -1.08058 0.07524 0.74365 0.273 0.107 0.140
O -1.87816 0.01061 1.93449 -0.020 0.069 0.079
O -1.07237 -1.03518 -0.16754 -0.031 -0.093 -0.190
N 0.47809 0.36553 1.08949 -0.075 0.258 0.609
C 0.93141 0.97000 2.25190 -0.006 0.171 -0.059
C 0.26184 1.78335 3.17620 -0.021 -0.153 -0.154
C 0.98743 2.29169 4.22985 -0.072 0.027 0.043
C 2.34277 1.99998 4.37304 -0.039 0.113 0.106
C 2.92529 1.17592 3.44546 0.087 -0.273 -0.332
N 2.24116 0.67960 2.40667 -0.235 -0.059 0.144
H -2.38590 5.02621 -3.34148 -0.009 -0.012 0.053
H -2.42742 5.93030 -1.82201 -0.011 -0.055 -0.029
H -3.86891 5.09084 -2.38385 0.036 -0.012 0.001
H -1.36834 2.88035 -3.23757 -0.014 -0.022 0.067
H -0.69474 0.83732 -1.97927 -0.049 0.111 0.058
H -2.61668 2.37484 1.52231 0.043 0.008 -0.131
H -3.26721 4.41598 0.27262 0.036 -0.053 -0.025
H -0.79461 1.96557 3.07287 -0.043 0.026 -0.010
H 0.49139 2.91584 4.96342 0.009 0.003 -0.036
H 2.92376 2.39509 5.19322 -0.014 -0.016 0.002
H 3.96630 0.88651 3.51165 -0.022 -0.026 -0.007
F 1.22926 -2.34482 2.29372 -0.025 -0.034 -0.056
P 2.49083 -3.40626 2.33569 -0.052 0.041 -0.122
F 3.32254 -2.23554 1.38266 0.103 0.150 -0.184
F 1.93759 -4.01459 0.93205 -0.029 -0.019 -0.065
F 3.77314 -4.31775 2.23821 0.143 -0.161 -0.016
F 3.04402 -2.66722 3.62098 0.083 0.146 0.253
F 1.65609 -4.44508 3.16979 -0.098 -0.095 0.075
S 2.18594 -0.58965 -1.46815 0.112 -0.293 0.257
C 1.08987 -1.76846 -2.08398 -0.168 -0.196 0.111
N 0.83704 -2.92054 -1.48376 -0.107 0.073 -0.086
C -0.21360 -3.85632 -1.91122 0.114 0.200 0.010
C -1.25608 -3.10829 -2.72199 0.018 0.071 0.137
C -0.55098 -2.36065 -3.83708 0.150 0.081 0.090
N 0.47849 -1.49871 -3.24448 -0.123 -0.195 -0.006
H 1.27099 -3.09188 -0.58678 0.070 -0.033 -0.013
H -0.65094 -4.29322 -1.01728 0.028 0.013 0.070
H 0.23517 -4.65743 -2.50147 0.026 -0.046 0.007
H -1.75749 -2.39225 -2.06852 -0.043 -0.033 -0.037
H -1.99752 -3.79781 -3.12630 0.078 0.002 -0.011
H -1.24626 -1.73192 -4.38782 0.006 0.085 -0.021
H -0.09449 -3.05923 -4.54077 0.033 -0.020 -0.056
H 0.70434 -0.61856 -3.67022 0.004 0.080 -0.016


Total energy values, unit eV, following the record order: -70131.836, -61072.325, -38546.633, -46346.485, -118867.210.